58
Properties=species:S:1:pos:R:3:mulliken_spin:R:1 method="wB97M-V/def2-TZVPD" s2=12.02 total_charge=0 multiplicity=7 energy_ha=-2762.73001
O 0.48 -0.40 -1.89 -0.002
C -0.67 0.23 -1.99 0.003
C -0.45 1.63 -2.60 -0.005
C 0.20 2.64 -1.90 0.004
H 0.48 2.49 -0.85 -0.002
C 0.47 3.87 -2.52 0.000
H 1.02 4.64 -1.97 0.000
C 0.05 4.09 -3.84 0.000
H 0.25 5.05 -4.33 0.000
C -0.67 3.10 -4.52 0.000
H -1.03 3.26 -5.54 0.000
C -0.90 1.86 -3.90 0.000
H -1.43 1.05 -4.41 0.000
H -1.23 -0.31 -2.76 0.001
C -2.52 -1.04 -0.66 -0.003
C -1.78 0.26 -0.79 -0.004
H -3.50 -1.03 -1.16 0.000
H -2.74 -1.24 0.41 0.001
H -1.96 -1.89 -1.08 -0.001
C -2.33 1.42 -0.32 -0.017
C -3.77 1.60 0.03 0.002
H -1.71 2.29 -0.15 0.000
H -4.34 2.09 -0.78 -0.001
H -3.85 2.22 0.93 -0.001
H -4.26 0.65 0.26 0.000
Eu -0.80 0.09 1.69 6.069
Cl 0.39 2.52 1.62 -0.017
Cl -3.08 0.16 2.99 -0.014
H 4.62 1.41 -1.45 0.000
H 4.85 1.70 1.02 0.000
C 3.53 1.48 -1.28 0.000
C 3.78 1.53 1.20 0.000
N 3.20 0.91 0.02 0.000
H 2.98 0.95 -2.06 0.000
C 2.43 -0.19 0.11 0.001
O 1.76 -0.52 1.11 -0.003
H 3.63 0.87 2.06 0.000
H 2.45 -0.81 -0.80 0.000
H 3.26 2.55 -1.30 0.000
H 3.29 2.50 1.40 0.000
H -0.46 -5.74 1.81 0.000
H 1.47 -5.71 -0.10 0.000
C -1.00 -5.08 1.10 0.000
C 0.81 -5.00 -0.62 0.000
N -0.04 -4.28 0.33 0.001
H -1.66 -4.40 1.63 0.000
C 0.07 -2.96 0.53 0.000
O -0.60 -2.34 1.39 -0.005
H 1.42 -4.26 -1.16 0.000
H 0.80 -2.46 -0.13 0.000
H -1.56 -5.73 0.41 0.000
H 0.19 -5.57 -1.34 0.000
C 0.10 -0.01 6.52 0.000
C -0.02 -0.03 5.08 0.003
N -0.03 -0.08 3.93 -0.010
H 1.02 -0.54 6.80 0.000
H -0.77 -0.51 6.97 0.000
H 0.15 1.03 6.87 0.000

---

58
Properties=species:S:1:pos:R:3:nbo_charge:R:1 method="wB97M-V/def2-TZVPD" smiles="Cc1cc(C(=O)N2CCCN(CCNC(=O)[C@@H]3CCS(=O)(=O)C3)CC2)[nH]c1C" total_charge=0 multiplicity=1 energy_ha=-1660.20150 relative_energy_kj_mol=80.32
C -0.40 -5.17 2.35 -0.628
C -1.32 -4.04 2.71 -0.100
C -1.17 -2.69 2.32 -0.273
C -2.21 -1.97 2.87 0.044
C -2.64 -0.56 2.98 0.644
O -3.47 -0.28 3.85 -0.658
N -2.13 0.39 2.15 -0.433
C -2.41 1.79 2.41 -0.219
C -1.15 2.62 2.62 -0.440
C -0.27 2.74 1.37 -0.216
N 0.69 1.67 1.12 -0.469
C 1.96 1.87 1.82 -0.219
C 3.05 0.97 1.26 -0.228
N 3.06 1.09 -0.19 -0.626
C 4.08 0.63 -0.94 0.683
O 5.08 0.13 -0.46 -0.627
C 3.94 0.77 -2.45 -0.309
C 2.65 1.41 -3.00 -0.419
C 2.74 1.25 -4.51 -0.666
S 3.35 -0.43 -4.75 2.170
O 2.22 -1.31 -4.87 -0.944
O 4.38 -0.44 -5.74 -0.934
C 4.05 -0.61 -3.10 -0.657
C 0.21 0.30 1.31 -0.245
C -1.28 0.10 1.01 -0.228
N -2.97 -2.86 3.58 -0.487
C -2.45 -4.11 3.49 0.154
C -3.09 -5.27 4.17 -0.644
H -0.94 -6.11 2.23 0.215
H 0.12 -4.97 1.42 0.218
H 0.36 -5.33 3.12 0.215
H -0.36 -2.31 1.72 0.210
H -2.98 2.21 1.57 0.182
H -3.06 1.83 3.29 0.253
H -1.46 3.62 2.92 0.221
H -0.57 2.21 3.46 0.209
H -0.93 2.85 0.50 0.189
H 0.31 3.66 1.42 0.207
H 2.25 2.91 1.69 0.201
H 1.87 1.67 2.90 0.180
H 4.02 1.28 1.65 0.227
H 2.91 -0.07 1.55 0.196
H 2.21 1.45 -0.60 0.419
H 4.79 1.37 -2.77 0.237
H 1.77 0.87 -2.63 0.215
H 2.57 2.46 -2.71 0.230
H 1.80 1.34 -5.04 0.256
H 3.48 1.92 -4.95 0.242
H 5.07 -0.97 -3.19 0.270
H 3.44 -1.35 -2.59 0.248
H 0.79 -0.36 0.65 0.201
H 0.39 -0.05 2.34 0.185
H -1.46 -0.92 0.69 0.237
H -1.58 0.74 0.18 0.203
H -3.76 -2.55 4.12 0.435
H -2.52 -6.18 3.98 0.228
H -3.13 -5.13 5.25 0.223
H -4.11 -5.43 3.82 0.222

---

64
Properties=species:S:1:pos:R:3:nbo_charge:R:1 method="wB97M-V/def2-TZVPD" total_charge=+1 multiplicity=1 energy_ha=-2172.71911 relative_energy_kj_mol=0.00
N 1.93 -2.54 -1.35 -0.279
C 2.22 -1.45 -1.56 0.489
O 2.53 -0.21 -1.86 -0.592
S 1.60 0.49 -3.08 1.071
C 0.05 -0.20 -2.93 -0.284
C -0.32 -1.34 -3.66 -0.164
C -1.59 -1.85 -3.47 -0.202
C -2.44 -1.22 -2.56 -0.094
C -2.06 -0.09 -1.84 -0.184
C -0.81 0.44 -2.02 -0.172
H 2.07 -0.23 -4.12 0.151
H 0.37 -1.80 -4.35 0.238
H -1.90 -2.73 -4.00 0.252
H -3.43 -1.64 -2.40 0.245
H -2.74 0.39 -1.14 0.266
H -0.49 1.31 -1.47 0.257
C 5.16 -2.50 0.12 -0.263
O 5.86 -2.96 1.26 -0.492
C 5.78 -2.15 2.32 0.980
O 5.17 -1.11 2.35 -0.654
O 6.47 -2.68 3.32 -0.486
C 6.47 -1.92 4.53 -0.256
H 5.31 -3.25 -0.66 0.213
H 4.09 -2.41 0.34 0.183
H 5.55 -1.54 -0.22 0.184
H 5.45 -1.80 4.91 0.194
H 6.91 -0.94 4.36 0.195
H 7.07 -2.48 5.23 0.202
C 5.54 -6.79 -5.10 -0.254
O 6.26 -7.32 -3.98 -0.486
C 6.21 -6.57 -2.88 0.984
O 5.63 -5.52 -2.77 -0.667
O 6.91 -7.18 -1.93 -0.485
C 6.94 -6.48 -0.69 -0.256
H 5.68 -7.51 -5.90 0.202
H 4.49 -6.69 -4.86 0.188
H 5.96 -5.83 -5.39 0.189
H 5.94 -6.37 -0.28 0.191
H 7.40 -5.50 -0.81 0.191
H 7.55 -7.08 -0.01 0.204
C -4.65 3.67 1.15 -0.258
O -3.40 4.24 1.57 -0.477
C -2.33 3.77 0.96 0.993
O -2.32 2.92 0.09 -0.693
O -1.26 4.38 1.45 -0.480
C -0.01 3.98 0.89 -0.255
H -5.41 4.15 1.74 0.216
H -4.82 3.87 0.09 0.193
H -4.66 2.60 1.33 0.189
H 0.01 4.19 -0.18 0.183
H 0.17 2.92 1.07 0.182
H 0.75 4.57 1.39 0.211
C -11.08 5.78 1.69 -0.255
O -10.39 6.53 2.70 -0.488
C -9.24 6.00 3.08 0.981
O -8.75 4.98 2.65 -0.658
O -8.71 6.78 4.02 -0.489
C -7.46 6.33 4.54 -0.254
H -12.00 6.33 1.49 0.201
H -10.48 5.72 0.79 0.190
H -11.32 4.78 2.05 0.193
H -6.71 6.30 3.75 0.186
H -7.56 5.35 5.00 0.193
H -7.17 7.07 5.28 0.201

---

58
Properties=species:S:1:pos:R:3:nbo_charge:R:1 method="wB97M-V/def2-TZVPD" total_charge=+1 multiplicity=1 energy_ha=-2044.22974
C 5.72 -0.56 1.93 -0.647
C 5.45 0.92 1.54 0.031
C 6.27 2.07 1.94 -0.221
C 5.92 3.41 1.49 -0.181
C 4.75 3.70 0.64 -0.249
C 3.93 2.55 0.26 -0.011
C 2.61 2.67 -0.61 -0.458
C 1.48 2.02 0.28 0.029
C 0.86 0.71 0.01 -0.131
C -0.15 0.25 0.99 -0.189
C -0.45 1.12 2.17 0.050
N 0.17 2.34 2.36 -0.442
C 1.10 2.81 1.47 0.063
C 4.28 1.20 0.70 -0.254
H 4.72 -1.09 1.86 0.212
H 6.39 -1.09 1.20 0.239
H 6.09 -0.70 2.98 0.235
H 7.14 1.86 2.61 0.235
H 6.55 4.27 1.82 0.232
H 4.47 4.72 0.29 0.231
H 2.31 3.74 -0.71 0.240
H 2.74 2.14 -1.58 0.252
H 1.14 0.11 -0.88 0.268
H -0.67 -0.75 0.89 0.295
H -1.17 0.83 2.97 0.255
H -0.02 2.93 3.18 0.453
H 1.58 3.79 1.68 0.255
H 3.64 0.33 0.41 0.205
O -6.17 -0.41 1.07 -0.929
S -6.02 0.18 -0.22 2.370
O -5.14 -0.38 -1.20 -0.932
O -5.67 1.74 -0.04 -0.713
C -4.57 2.09 0.80 -0.079
C -3.24 1.90 0.09 -0.637
C -7.61 0.40 -0.95 -0.884
H -4.60 1.52 1.74 0.195
H -4.70 3.14 1.07 0.198
H -3.05 0.84 -0.09 0.223
H -2.41 2.29 0.69 0.187
H -3.25 2.41 -0.87 0.228
H -8.26 0.89 -0.23 0.257
H -8.01 -0.59 -1.19 0.261
H -7.51 0.99 -1.85 0.256
O -0.26 -5.51 -0.39 -0.917
S 0.18 -4.31 -1.05 2.382
O -0.21 -3.01 -0.59 -0.969
O -0.14 -4.43 -2.61 -0.717
C -1.48 -4.74 -3.01 -0.082
C -2.38 -3.53 -2.96 -0.638
C 1.94 -4.36 -1.18 -0.884
H -1.88 -5.56 -2.41 0.204
H -1.42 -5.10 -4.04 0.202
H -2.54 -3.20 -1.93 0.222
H -3.36 -3.75 -3.40 0.227
H -1.94 -2.69 -3.50 0.213
H 2.24 -5.32 -1.60 0.263
H 2.36 -4.24 -0.18 0.251
H 2.27 -3.54 -1.82 0.246